Density functional theory data (wB97M-V/def2-TZVPD) for a structure of composition C46H39AsCl5F6GeN5O6RbS7.

```
! wB97M-V def2-TZVPD RIJCOSX def2/J DEFGRID3
* xyz -2 2
Rb -0.57 -0.17 1.13
As 1.56 2.69 -1.61
Ge 0.46 -4.34 0.39
Cl 1.80 -5.48 -0.94
Cl -0.28 -1.35 -1.64
Cl -3.21 -1.77 -1.85
Cl -1.51 -5.02 -0.50
Cl 0.49 -5.59 2.23
S 6.57 -6.17 0.83
S -3.97 1.18 -0.21
S 1.38 0.77 3.84
S -0.73 2.46 3.42
S 4.16 -4.68 1.82
S -1.52 2.24 -2.23
S 2.17 -2.42 1.34
F 2.40 2.62 2.20
F 1.91 0.77 1.19
F -3.25 1.96 4.10
F -1.77 1.03 5.38
F 3.65 0.87 2.45
F -2.27 0.15 3.46
O -2.21 -4.24 6.11
O -0.55 2.19 2.02
O 0.47 -0.25 3.38
O -2.90 0.80 0.76
O -1.24 3.72 3.85
O 2.37 0.48 4.82
N 5.19 -4.14 -0.39
N -3.14 -3.65 3.53
N 4.17 -3.21 -0.26
N -2.14 -2.49 1.59
N 0.57 2.08 4.27
C -4.02 4.79 1.52
C -5.82 3.24 0.09
C 5.51 3.77 -2.88
C -7.50 -1.40 1.06
C 1.53 -0.24 -4.69
C 5.89 4.66 -1.88
C 4.25 3.18 -2.84
C -6.64 -0.88 2.02
C -2.08 1.30 4.11
C -6.20 4.49 0.54
C 1.32 0.94 -3.98
C 6.37 -5.17 -2.26
C 5.94 -4.04 -1.59
C 5.02 4.95 -0.85
C -3.63 3.54 1.07
C -5.30 5.26 1.26
C -3.53 -2.82 4.68
C 7.07 -5.03 -3.45
C -2.72 -5.01 3.86
C -4.55 2.77 0.37
C -1.49 4.45 -3.86
C 5.38 -5.00 0.63
C -2.44 -2.89 5.74
C -0.77 3.58 -3.02
C 6.19 -2.77 -2.09
C -6.22 -0.32 -0.67
C -5.38 0.20 0.30
C -1.72 -1.27 -2.67
C 3.77 4.35 -0.81
C 2.29 -1.26 -4.14
C 2.63 0.06 -2.17
C -1.71 -4.98 5.00
C 3.36 3.47 -1.81
C -0.89 5.51 -4.50
C -2.59 -3.05 2.49
C 7.33 -3.77 -3.96
C 1.21 4.91 -3.53
C 1.88 1.10 -2.71
C 3.54 -3.40 0.85
C 0.61 3.84 -2.88
C 6.89 -2.64 -3.28
C 2.84 -1.11 -2.88
C -7.29 -1.12 -0.28
C 2.39 1.29 2.31
C 0.47 5.76 -4.35
C -5.58 -0.08 1.65
H 5.83 -1.90 -1.57
H 0.71 1.73 -4.39
H 2.43 -2.19 -4.69
H -2.75 -2.36 6.65
H 0.94 6.59 -4.85
H -1.81 -0.24 -2.99
H -2.55 4.26 -3.98
H -5.59 6.24 1.62
H -7.94 -1.55 -1.04
H -3.69 -1.80 4.33
H -8.32 -2.04 1.36
H 5.31 5.64 -0.06
H 3.09 4.57 0.01
H 1.09 -0.35 -5.67
H -6.81 -1.11 3.07
H -0.77 -4.53 4.64
H -6.02 -0.12 -1.71
H -1.52 -2.44 5.37
H 6.14 -6.15 -1.86
H -4.47 -3.22 5.07
H -1.50 -5.99 5.35
H -6.52 2.62 -0.47
H -7.19 4.86 0.33
H 6.19 3.53 -3.69
H 2.27 5.10 -3.40
H -2.63 3.16 1.24
H 3.05 0.15 -1.17
H -1.50 6.15 -5.13
H 3.39 -1.92 -2.41
H 6.87 5.12 -1.91
H 7.40 -5.91 -3.98
H 3.96 2.49 -3.62
H -3.32 5.39 2.08
H -4.89 0.32 2.38
H -1.56 -1.97 -3.49
H -2.29 -5.46 2.97
H 7.07 -1.65 -3.68
H 7.87 -3.66 -4.89
H -3.62 -5.57 4.16
*
```

Output
<S²> = 0.76
frontier orbital gap (spin up / spin down) = 5.61 / 5.02 eV
E = -340849.7383 eV
energy relative to the best compared isomer or geometry (same formula, charge and spin) = 0.000 eV

Atomic partial charges in e from the Mulliken method, atoms 1 to 2: atom 1 (Rb): 1.214, atom 2 (As): 0.998

Density functional theory data (wB97M-V/def2-TZVPD) for a cluster of 2 separate species, C6H5ClN4 in total.

```
! wB97M-V def2-TZVPD RIJCOSX def2/J DEFGRID3
* xyz 0 3
Cl 0.36 1.58 -1.70
N 2.72 -1.28 -1.83
N -1.34 0.13 1.54
N -0.51 2.36 0.54
N 0.21 -3.53 -1.57
C -0.87 0.01 0.29
C 0.73 -2.56 -1.93
C -0.44 1.26 -0.16
C -0.96 2.34 1.77
C 1.74 -1.74 -2.53
C -1.38 1.18 2.39
H 2.71 -1.58 -0.78
H 1.59 -1.49 -3.53
H -1.61 -0.84 1.89
H -1.17 3.23 2.23
H -1.79 0.95 3.40
*
```

Output
<S²> = 2.03
frontier orbital gap (spin up / spin down) = 6.43 / 7.51 eV
E = -24779.5075 eV
energy relative to the best compared isomer or geometry (same formula, charge and spin) = 0.339 eV

Atomic partial charges in e from the Mulliken method, atoms 1 to 2: atom 1 (Cl): -0.182, atom 2 (N): -0.496

Density functional theory data (wB97M-V/def2-TZVPD) for a cluster of 2 separate species, C3H9NO2 in total.

```
! wB97M-V def2-TZVPD RIJCOSX def2/J DEFGRID3
* xyz 0 1
O 1.37 -0.40 1.00
O 3.23 0.46 0.22
N -1.60 0.28 1.40
C 1.80 -0.71 -1.39
C -2.03 0.59 0.05
C 2.20 -0.10 -0.02
H 0.68 -0.68 -1.28
H -2.09 1.70 -0.10
H -1.27 0.48 -0.74
H 1.87 -1.77 -1.30
H -1.70 1.08 2.01
H 0.39 -0.45 0.97
H -3.05 0.31 -0.30
H -2.07 -0.54 1.73
H 2.27 -0.26 -2.24
*
```

Output
structure (SMILES) = CC(=O)O.CN
frontier orbital gap = 10.64 eV
E = -8841.4230 eV
energy relative to the best compared isomer or geometry (same formula, charge and spin) = 1.532 eV

Atomic partial charges in e from the Mulliken method, atoms 1 to 2: atom 1 (O): -0.491, atom 2 (O): -0.523

Density functional theory data (wB97M-V/def2-TZVPD) for a cluster of 8 separate species, C52H103NO3 in total.

```
! wB97M-V def2-TZVPD RIJCOSX def2/J DEFGRID3
* xyz 0 1
O -2.10 -1.53 3.22
O -4.65 -4.46 -0.91
O -1.63 -6.14 1.90
N -2.29 -4.50 -0.52
C -6.67 -2.60 -6.78
C 8.30 -3.80 0.27
C -2.90 -6.64 -13.30
C -1.88 -4.02 0.78
C -5.26 -4.93 -9.38
C -3.79 -5.29 -9.53
C -4.04 -1.58 0.48
C 5.91 -2.93 0.24
C -6.24 2.21 -4.56
C -5.14 -0.03 -2.69
C -0.20 -4.37 2.73
C -1.05 -4.90 -13.01
C 5.07 -4.59 2.03
C 4.94 6.82 6.78
C 3.75 -4.90 1.35
C 4.04 -0.37 5.12
C -5.18 -1.58 0.86
C 5.36 -0.21 5.87
C 2.85 -0.83 5.97
C 3.06 -2.16 6.70
C -3.65 0.28 -2.62
C -3.53 -4.58 -0.63
C 5.60 -3.18 1.71
C 0.20 9.99 9.32
C 3.52 8.20 8.39
C -5.19 -2.78 -7.11
C -1.75 9.25 10.85
C 3.27 -3.33 5.75
C 5.30 0.85 6.97
C -0.24 9.44 10.68
C -1.52 -2.33 2.54
C -7.75 2.04 -4.42
C -1.97 -2.73 1.13
C -5.53 0.95 -5.05
C 4.92 7.88 7.88
C -1.29 -4.99 1.83
C -1.55 -6.31 -12.67
C -0.79 -4.65 -14.50
C -2.59 10.50 10.63
C 5.14 4.81 8.39
C 1.61 -5.51 -14.55
C 6.61 4.53 8.12
C 6.93 -3.88 -0.38
C -5.54 -3.44 -9.58
C -5.65 -0.26 -4.11
C -0.27 -3.08 3.07
C -2.51 -1.60 0.22
C -2.28 11.61 11.64
C 0.21 -5.61 -15.15
C -4.86 -2.51 -8.58
C -0.15 9.06 8.16
C 4.42 5.45 7.20
H -3.42 1.21 -3.15
H -3.42 -5.01 -10.53
H -6.63 -3.28 -9.55
H -5.10 -1.09 -4.56
H 7.03 -3.63 -1.44
H 6.28 -1.90 0.14
H 6.73 3.87 7.26
H 6.14 0.07 5.16
H -1.25 11.96 11.55
H -0.14 -4.71 -12.45
H 5.04 5.43 9.28
H -2.45 11.27 12.66
H 9.00 -4.48 -0.23
H 3.90 -2.09 7.39
H 3.78 0.59 4.66
H 0.21 9.49 7.22
H -8.01 1.28 -3.68
H 3.38 -4.26 6.31
H -5.23 -3.15 -10.59
H -3.64 -6.36 -9.41
H 4.35 7.18 5.94
H -3.64 10.23 10.73
H 0.49 -2.58 3.68
H -6.70 -0.58 -4.06
H 4.93 -4.67 3.11
H -2.85 -6.62 -14.39
H 4.85 -2.45 2.04
H -0.44 -3.63 -14.62
H 7.07 4.05 8.98
H 6.49 -3.00 2.32
H -5.94 0.67 -6.02
H 0.26 8.48 10.85
H -5.84 -5.50 -10.11
H 3.35 5.52 7.44
H 3.40 -5.90 1.63
H -4.61 -2.09 -6.49
H 5.97 6.72 6.41
H 2.61 -0.06 6.71
H -1.74 -4.71 -15.05
H 1.61 -5.79 -13.49
H -7.29 -3.30 -7.34
H -1.93 8.86 11.86
H -5.71 0.76 -2.20
H 2.88 8.55 7.57
H 8.71 -2.79 0.20
H -5.32 -0.94 -2.11
H -5.82 2.54 -3.61
H -4.87 -3.79 -6.83
H -8.21 2.98 -4.10
H -0.24 10.98 9.15
H -5.15 -1.48 -8.82
H 4.98 -2.97 -0.34
H 1.28 10.13 9.34
H 0.32 8.08 8.30
H -3.66 -5.93 -12.99
H -3.78 -2.56 -8.71
H 5.55 7.58 8.72
H 4.17 -3.21 5.14
H 3.04 7.33 8.84
H 2.01 -4.50 -14.64
H 6.28 0.94 7.46
H -1.65 -6.38 -11.58
H -0.81 -7.06 -12.96
H -2.05 -0.66 0.59
H 0.13 10.11 11.47
H 3.83 -4.88 0.26
H 2.98 -4.18 1.65
H -8.20 1.76 -5.38
H -2.29 -1.79 -0.84
H 5.67 -1.17 6.30
H 6.56 -4.91 -0.35
H -4.48 1.18 -5.21
H 5.36 8.80 7.49
H 1.97 -0.91 5.32
H -5.61 -5.26 -8.39
H -3.35 0.40 -1.58
H -3.16 -4.78 -8.79
H -0.15 -6.64 -15.09
H 4.57 0.59 7.74
H -3.06 -0.53 -3.06
H -6.05 3.02 -5.28
H 4.64 3.86 8.62
H 3.56 8.98 9.15
H -1.79 -4.17 -12.66
H -6.07 -1.81 1.43
H 8.27 -4.09 1.32
H 4.49 4.77 6.34
H 5.81 -5.34 1.76
H -3.22 -7.64 -13.00
H 0.27 -5.37 -16.22
H -7.00 -1.59 -7.01
H 0.64 -4.99 3.08
H 2.18 -2.36 7.31
H -2.46 10.88 9.62
H 2.42 -3.45 5.07
H 5.04 1.82 6.56
H 2.29 -6.19 -15.07
H -2.09 8.47 10.16
H -2.93 12.47 11.46
H -6.85 -2.78 -5.72
H 4.19 -1.07 4.29
H -1.22 8.92 8.07
H 7.17 5.45 7.92
*
```

Output
structure (SMILES) = C#CCC1=C(N=C=O)C(=O)C=CC1=O.CCCCCC.CCCCCC.CCCCCC.CCCCCC.CCCCCC.CCCCCC.CCCCCC
frontier orbital gap = 8.86 eV
E = -63225.1055 eV

Atomic partial charges in e from the Mulliken method, atoms 1 to 2: atom 1 (O): -0.525, atom 2 (O): -0.381

- Which of these has the lowest E?
  C46H39AsCl5F6GeN5O6RbS7

What did the second record say?
Density functional theory data (wB97M-V/def2-TZVPD) for a cluster of 2 separate species, C6H5ClN4 in total.

```
! wB97M-V def2-TZVPD RIJCOSX def2/J DEFGRID3
* xyz 0 3
Cl 0.36 1.58 -1.70
N 2.72 -1.28 -1.83
N -1.34 0.13 1.54
N -0.51 2.36 0.54
N 0.21 -3.53 -1.57
C -0.87 0.01 0.29
C 0.73 -2.56 -1.93
C -0.44 1.26 -0.16
C -0.96 2.34 1.77
C 1.74 -1.74 -2.53
C -1.38 1.18 2.39
H 2.71 -1.58 -0.78
H 1.59 -1.49 -3.53
H -1.61 -0.84 1.89
H -1.17 3.23 2.23
H -1.79 0.95 3.40
*
```

Output
<S²> = 2.03
frontier orbital gap (spin up / spin down) = 6.43 / 7.51 eV
E = -24779.5075 eV
energy relative to the best compared isomer or geometry (same formula, charge and spin) = 0.339 eV

Atomic partial charges in e from the Mulliken method, atoms 1 to 2: atom 1 (Cl): -0.182, atom 2 (N): -0.496

- Among the records above, which one has the highest E?
  C3H9NO2